{"formula": "C20H41BeCsFK2O10S", "method": "the ωB97M-V functional and the def2-TZVPD basis", "elements": ["C", "C", "O", "C", "C", "C", "C", "C", "C", "C", "O", "C", "C", "C", "C", "O", "H", "H", "H", "H", "H", "H", "H", "H", "H", "H", "H", "H", "H", "H", "H", "H", "H", "H", "H", "H", "H", "H", "H", "H", "H", "K", "Be", "F", "C", "C", "C", "O", "H", "H", "H", "H", "H", "H", "H", "H", "C", "O", "O", "O", "O", "S", "O", "O", "C", "C", "C", "H", "H", "H", "H", "H", "H", "H", "H", "Cs", "K"], "positions_angstrom": [[3.265692, 2.394574, 0.734767], [2.735070, 2.333529, -0.676653], [1.308743, 2.500316, -0.652525], [0.617265, 2.286536, -1.802586], [0.680575, 3.511200, -2.710050], [-0.511238, 4.465447, -2.522130], [-0.665160, 5.014722, -1.092945], [-2.119350, 5.198057, -0.618100], [-2.824363, 3.848159, -0.673975], [-4.256943, 3.872487, -0.149854], [-5.024309, 2.767548, -0.627963], [-4.427577, 1.541352, -0.278441], [-0.716393, 1.811894, -1.333512], [-0.843661, 0.344099, -0.959425], [-0.026751, -0.079099, 0.189638], [-1.594379, 0.124953, 0.199872], [4.174337, 3.000052, 0.758256], [2.562116, 2.840787, 1.433092], [3.539571, 1.418995, 1.117210], [3.244994, 3.094905, -1.276068], [2.965585, 1.367094, -1.125120], [0.702491, 3.190334, -3.756514], [1.618441, 4.041246, -2.558577], [-1.419656, 3.964712, -2.875009], [-0.369491, 5.308917, -3.207737], [-0.161947, 4.317245, -0.421793], [-0.140230, 5.966064, -1.019661], [-2.070919, 5.544630, 0.417014], [-2.669396, 5.922895, -1.222292], [-2.815577, 3.405643, -1.665836], [-2.269104, 3.163514, -0.036543], [-4.736731, 4.823778, -0.362470], [-4.195446, 3.810323, 0.947303], [-5.213765, 0.849710, 0.006112], [-3.709641, 1.630689, 0.524113], [-3.898196, 1.150916, -1.158316], [-0.894960, 2.244224, -0.344177], [-1.503449, 2.013061, -2.072365], [-0.949064, -0.379305, -1.762961], [0.014877, -1.125632, 0.445535], [0.265371, 0.655999, 0.931684], [-6.174911, -0.173362, -1.290322], [-2.879042, 4.039527, -4.420258], [1.924014, 1.460860, 2.941124], [-4.721730, -4.488812, 1.832828], [-6.141603, -4.419372, 1.295337], [-6.881792, -5.729166, 1.498913], [-6.127617, -4.072355, -0.100332], [-4.154509, -5.262739, 1.310351], [-4.199922, -3.542496, 1.679972], [-4.713792, -4.719819, 2.897700], [-6.684078, -3.612845, 1.793737], [-6.374489, -6.537616, 0.966470], [-7.897071, -5.662838, 1.108328], [-6.932110, -5.993137, 2.554913], [-5.655826, -4.773439, -0.564469], [5.227952, -0.768622, -2.020066], [5.216301, -1.933042, -2.411933], [5.100578, 0.247436, -2.760618], [5.346219, -0.414459, -0.814054], [8.083202, -3.834580, 0.792395], [7.509266, -4.528064, 1.904229], [7.122034, -5.899484, 1.762640], [6.286860, -3.689987, 2.464733], [5.259597, -3.280736, 1.528075], [4.330922, -4.419826, 1.161428], [8.547767, -4.364494, 3.314198], [5.719348, -2.844402, 0.641407], [4.706600, -2.492577, 2.034040], [4.846769, -5.184042, 0.581985], [3.503796, -4.034892, 0.564053], [3.935440, -4.896251, 2.059168], [8.811745, -3.317744, 3.433799], [9.434238, -4.965411, 3.124270], [8.015572, -4.738865, 4.184196], [-4.078177, 2.475128, -6.066910], [-2.978990, 2.215950, 2.277680]], "forces_ev_per_a": [[0.63, 0.39, 0.04], [1.09, 0.00, 0.20], [0.33, -0.86, -0.30], [-0.57, 1.86, 1.32], [-0.06, -0.89, -0.98], [0.40, 0.54, 0.06], [-0.19, -0.10, -0.20], [0.49, -0.58, -0.26], [-0.78, 0.41, 0.74], [0.74, 0.16, 0.08], [-0.37, 0.23, 0.40], [0.19, 0.57, -0.53], [-0.17, -1.39, -0.87], [1.68, 0.18, -0.14], [-2.88, 0.09, 1.39], [-0.48, -0.11, 0.05], [0.05, 0.03, -0.10], [-0.12, -0.29, 0.08], [-0.32, -0.06, 0.17], [-0.48, 0.13, -0.28], [-0.17, 0.00, -0.17], [-0.06, 0.15, -0.10], [0.05, -0.06, 0.22], [-0.01, -0.13, 0.19], [-0.06, -0.04, -0.15], [0.02, 0.15, 0.19], [0.07, -0.01, 0.05], [-0.23, 0.21, -0.02], [0.07, 0.13, 0.02], [-0.14, 0.14, -0.05], [0.12, -0.01, -0.22], [-0.45, -0.25, -0.32], [-0.47, 0.28, 0.01], [0.96, 0.92, 1.37], [-0.39, -0.54, -1.12], [0.27, -0.23, 0.22], [0.14, 0.37, -0.16], [0.00, 0.18, 0.12], [-0.26, 0.01, -0.07], [0.99, -0.10, -0.34], [1.28, -0.09, -0.26], [-1.37, -1.59, -1.52], [1.48, 1.95, 2.10], [-0.90, -0.09, -0.06], [0.02, 0.16, -0.05], [0.20, -0.36, 0.04], [-0.15, 0.05, -0.08], [-0.05, 0.40, -0.01], [-0.03, -0.06, 0.04], [-0.01, 0.01, 0.03], [0.00, -0.02, 0.00], [-0.03, 0.05, -0.10], [0.06, -0.01, 0.06], [-0.01, 0.02, 0.03], [0.02, -0.01, 0.00], [-0.03, -0.01, -0.01], [-0.04, 0.26, 0.21], [-0.03, -0.05, -0.05], [-0.09, -0.04, -0.11], [-0.04, -0.13, -0.03], [0.01, -0.10, -0.07], [-0.09, 0.13, 0.15], [0.06, -0.03, -0.07], [-0.01, 0.01, 0.06], [-0.37, 0.11, -0.35], [0.14, -0.18, 0.04], [0.04, 0.01, 0.05], [0.14, -0.03, 0.06], [0.16, 0.01, 0.16], [0.00, 0.02, -0.03], [0.00, 0.05, 0.02], [-0.06, 0.05, 0.00], [-0.01, 0.01, -0.01], [-0.01, -0.01, -0.03], [-0.01, -0.01, -0.01], [-1.43, -1.97, -2.29], [1.49, -0.03, 1.56]], "mulliken_charge": [-1.30, -0.32, -0.14, -0.36, -1.23, 0.13, -0.25, -1.34, 2.07, -0.86, -0.38, -1.02, 0.47, 0.22, -1.32, -0.53, 0.38, 0.34, 0.28, 0.33, 0.37, 0.33, 0.40, -0.46, 0.76, 0.00, 0.52, 0.41, 0.34, -0.11, -1.05, 0.41, 0.24, 0.88, -0.18, 0.26, -0.46, 0.78, 0.47, 0.47, 0.42, 0.87, -0.29, -0.89, -1.16, 0.39, -1.28, -0.54, 0.33, 0.25, 0.37, 0.26, 0.35, 0.32, 0.37, 0.35, 0.92, -0.48, -0.43, -0.36, -0.64, 1.29, -0.63, -0.30, -0.35, -1.06, -0.93, 0.35, 0.31, 0.29, 0.38, 0.29, 0.31, 0.37, 0.32, 0.70, 1.01], "charge": 1, "lumo_energy_ha": -0.178, "e_tot_ev": -89007.9339, "orbital_gap_ev": 2.06}


{"formula": "C20H41IrN4P2S2", "method": "the ωB97M-V functional and the def2-TZVPD basis", "elements": ["Ir", "C", "P", "C", "C", "C", "P", "C", "C", "H", "H", "H", "H", "H", "H", "H", "H", "H", "H", "H", "H", "H", "H", "H", "H", "C", "C", "C", "C", "N", "C", "S", "N", "C", "C", "C", "C", "H", "H", "H", "H", "H", "H", "H", "H", "H", "H", "H", "H", "H", "H", "H", "H", "H", "H", "H", "H", "C", "C", "C", "C", "N", "C", "S", "N", "H", "H", "H", "H", "H"], "positions_angstrom": [[-0.442692, -1.111860, 0.940942], [-1.742376, -3.188969, -1.507634], [-1.626912, -2.905312, 0.262664], [-1.110144, -4.479509, 0.959984], [-3.368140, -2.682216, 0.782729], [-3.424532, -1.848138, 2.047077], [-2.557142, -0.283466, 1.723344], [-3.097586, 0.788399, 3.085326], [-3.474622, 0.468871, 0.342058], [-2.431865, -4.017242, -1.679374], [-0.761425, -3.446048, -1.908231], [-2.103443, -2.296602, -2.014514], [-1.810102, -5.247270, 0.624960], [-1.093793, -4.441412, 2.049224], [-0.108509, -4.716968, 0.610679], [-3.818717, -3.665771, 0.923789], [-3.896738, -2.182293, -0.030085], [-2.903312, -2.360073, 2.862271], [-4.445470, -1.658046, 2.383678], [-4.146026, 1.027611, 2.905484], [-2.529259, 1.716817, 3.110614], [-3.003367, 0.291138, 4.046110], [-4.543699, 0.485453, 0.559480], [-3.298551, -0.062258, -0.590847], [-3.124719, 1.494306, 0.215562], [1.338292, 2.322861, -6.212436], [0.689728, 2.822128, -4.922773], [-0.444370, 1.925344, -4.424323], [-0.012024, 0.507118, -4.064777], [1.042670, 0.504629, -3.040490], [0.903190, 0.351085, -1.733156], [-0.670399, -0.097741, -1.140158], [1.976729, 0.519110, -0.961215], [1.996498, 0.902690, 0.455795], [2.111802, 2.409702, 0.644834], [3.483428, 3.011357, 0.325249], [3.849884, 3.062865, -1.160675], [2.049846, 3.055198, -6.590659], [0.583759, 2.171522, -6.986189], [1.877290, 1.381280, -6.080813], [0.269651, 3.811424, -5.107902], [1.447428, 2.952505, -4.142122], [-1.201167, 1.841824, -5.208177], [-0.924315, 2.383139, -3.554323], [0.386093, -0.005057, -4.939550], [-0.858703, -0.064248, -3.694485], [1.938518, 0.845692, -3.363834], [2.835719, 0.754736, -1.439578], [2.816915, 0.372012, 0.938587], [1.064364, 0.560955, 0.917898], [1.869087, 2.629060, 1.688296], [1.346278, 2.897460, 0.031680], [4.259232, 2.480653, 0.882980], [3.468801, 4.034542, 0.702282], [4.223991, 2.107617, -1.541752], [4.650526, 3.781414, -1.326947], [2.995830, 3.381154, -1.764664], [-0.367639, 0.176602, 4.655041], [0.629428, -0.833530, 4.213732], [1.563341, -1.338200, 5.100183], [2.484697, -2.257987, 4.627051], [2.508961, -2.655190, 3.356960], [1.588345, -2.148036, 2.568808], [1.504920, -2.557535, 0.897949], [0.635085, -1.259414, 2.932629], [0.104829, 0.918091, 5.297877], [-1.148947, -0.303946, 5.246756], [-0.809328, 0.671007, 3.801191], [1.570616, -1.014430, 6.130783], [3.234261, -2.690605, 5.279148]], "forces_ev_per_a": [[0.74, 0.00, 1.74], [0.22, 0.01, -0.10], [-0.20, 0.23, 0.06], [0.08, -0.03, 0.06], [0.08, -0.08, -0.05], [-0.05, -0.01, 0.29], [-0.17, 0.19, -1.05], [0.25, 0.11, 0.07], [-0.08, -0.01, 0.15], [0.01, -0.02, 0.02], [-0.01, -0.01, -0.03], [-0.04, -0.05, -0.01], [-0.05, 0.02, 0.04], [-0.02, 0.00, 0.01], [-0.03, -0.07, 0.02], [0.00, -0.01, -0.05], [-0.05, -0.09, -0.03], [-0.05, 0.05, 0.06], [-0.03, -0.01, -0.09], [0.00, -0.04, -0.01], [-0.06, 0.05, -0.01], [-0.04, -0.01, 0.01], [0.00, 0.01, -0.02], [-0.05, 0.04, -0.02], [-0.01, -0.01, -0.04], [-0.01, 0.05, 0.06], [-0.08, -0.07, -0.18], [0.09, 0.04, 0.07], [-0.02, 0.00, -0.08], [-0.06, 0.08, -0.10], [0.27, -0.34, 0.05], [-0.31, 0.04, -0.01], [-0.06, -0.05, 0.24], [0.02, 0.12, -0.29], [0.00, 0.03, 0.00], [-0.08, 0.03, -0.10], [-0.01, -0.01, 0.09], [0.03, -0.03, 0.00], [0.02, -0.03, 0.00], [0.00, 0.00, -0.01], [0.04, 0.04, 0.08], [-0.02, 0.06, 0.01], [-0.04, 0.00, 0.04], [-0.03, -0.02, -0.01], [0.03, -0.05, 0.03], [0.05, -0.09, 0.00], [-0.01, 0.09, 0.04], [-0.03, -0.03, -0.07], [-0.05, -0.10, 0.04], [-0.11, 0.01, 0.09], [0.02, -0.03, 0.00], [-0.03, 0.00, 0.05], [0.00, 0.05, 0.04], [0.06, -0.01, 0.04], [0.01, 0.01, -0.02], [0.02, -0.02, -0.02], [0.02, -0.01, -0.03], [0.04, -0.03, 0.06], [-0.01, 0.00, -0.07], [0.09, 0.00, 0.00], [-0.01, -0.03, -0.05], [0.02, -0.03, 0.01], [0.24, -0.06, 0.24], [0.01, 0.49, -1.03], [-0.59, -0.47, -0.20], [0.01, 0.00, -0.02], [-0.03, 0.00, -0.02], [0.06, 0.09, -0.02], [0.01, 0.02, -0.01], [0.00, 0.01, 0.01]], "mulliken_charge": [0.92, -1.32, 0.89, -1.34, -1.19, -1.17, 1.11, -1.56, -1.67, 0.50, 0.38, 0.36, 0.50, 0.38, 0.45, 0.62, 0.42, 0.37, 0.60, 0.53, 0.43, 0.39, 0.52, 0.37, 0.43, -1.18, -0.18, -0.40, -0.82, -0.20, 0.49, -0.32, 0.00, 0.83, -0.90, -0.54, -1.04, 0.38, 0.30, 0.29, 0.35, 0.00, 0.44, 0.19, 0.48, 0.16, 0.34, 0.14, 0.54, -1.11, 0.43, 0.20, 0.31, 0.38, 0.34, 0.41, 0.17, -1.18, 0.74, -0.87, -0.27, -0.57, 0.61, -0.46, -0.22, 0.52, 0.29, 0.09, 0.48, 0.44], "charge": 2, "lumo_energy_ha": -0.261, "e_tot_ev": -70442.8955, "orbital_gap_ev": 6.78}


{"formula": "C20H41N2O2ReS5SbSi2", "method": "the ωB97M-V functional and the def2-TZVPD basis", "elements": ["Re", "C", "Si", "C", "C", "C", "C", "C", "C", "C", "C", "N", "Si", "C", "C", "C", "H", "H", "H", "H", "H", "H", "H", "H", "H", "H", "H", "H", "H", "H", "H", "H", "H", "H", "H", "H", "H", "H", "S", "Sb", "S", "S", "S", "C", "C", "N", "O", "H", "H", "H", "H", "H", "C", "C", "C", "S", "O", "C", "C", "C", "H", "H", "H", "H", "H", "H", "H", "H", "H", "H", "H", "H", "H", "H"], "positions_angstrom": [[-1.210186, -0.497860, 0.292235], [2.068544, -1.988271, 1.748320], [0.943928, -1.084112, 2.936024], [-0.437385, -2.083299, 3.765178], [1.960502, -0.510883, 4.375932], [0.022411, 0.344799, 1.889541], [-1.162474, 0.778225, 2.659678], [-1.321066, 1.409252, 3.880522], [-2.614175, 1.612079, 4.335443], [-3.706479, 1.192311, 3.569620], [-3.487032, 0.585825, 2.357430], [-2.221038, 0.392132, 1.929470], [1.172893, 1.902124, 1.482509], [2.491214, 2.144952, 2.767782], [2.077888, 1.669595, -0.126815], [0.089336, 3.425744, 1.592764], [2.373129, -2.937502, 2.198395], [2.979442, -1.397642, 1.614347], [1.665028, -2.204954, 0.761590], [-0.177855, -3.143892, 3.811764], [-1.472500, -2.003041, 3.421695], [-0.449142, -1.720971, 4.797642], [2.131953, -1.424288, 4.957765], [1.444087, 0.183681, 5.040669], [2.937135, -0.102664, 4.125674], [-0.459998, 1.719372, 4.458175], [-2.783118, 2.093272, 5.290664], [-4.719065, 1.333195, 3.919823], [-4.296143, 0.241698, 1.731664], [3.323813, 1.444254, 2.692996], [2.137382, 2.168662, 3.796776], [2.891472, 3.141340, 2.545191], [2.529785, 0.674124, -0.157519], [2.905633, 2.383887, -0.147136], [1.484013, 1.824918, -1.025729], [0.035643, 3.735879, 2.638475], [-0.934608, 3.322597, 1.234574], [0.573395, 4.262530, 1.075522], [-2.645011, -3.780044, -2.511214], [-3.711559, -3.028839, -0.758323], [-3.306138, -0.512302, -0.573203], [-1.179158, -2.434533, 0.995569], [-4.832596, -3.518254, 1.051489], [-2.697054, 2.027335, -2.371575], [-1.574062, 2.338329, -1.435200], [-1.064789, 3.550276, -1.481516], [-1.106435, 1.503971, -0.601297], [-2.700010, 2.698103, -3.228267], [-3.643265, 2.155518, -1.840489], [-2.642988, 0.997135, -2.713802], [-1.418053, 4.241548, -2.125495], [-0.348862, 3.828527, -0.826557], [1.211163, 0.197727, -5.610472], [-0.181799, 0.048090, -5.002976], [-0.226127, -0.987006, -3.876061], [0.776511, -0.392046, -2.482075], [-0.012935, -0.898898, -1.201131], [2.227942, -1.463424, -2.447538], [2.038747, -2.939625, -2.081266], [1.593916, -3.884360, -3.196355], [1.206808, 0.921638, -6.422633], [1.568717, -0.751369, -6.014401], [1.940890, 0.556657, -4.876373], [-0.890414, -0.277234, -5.765415], [-0.536822, 1.013853, -4.636158], [0.183720, -1.939234, -4.199561], [-1.219695, -1.157693, -3.456502], [2.881490, -0.959498, -1.733545], [2.661430, -1.320714, -3.442927], [1.373226, -3.021409, -1.220814], [3.020482, -3.258757, -1.726103], [0.529336, -3.812482, -3.417010], [1.779317, -4.913944, -2.894179], [2.157714, -3.714108, -4.115276]], "forces_ev_per_a": [[0.07, -0.27, -0.20], [0.02, -0.01, 0.11], [-0.09, -0.01, -0.17], [0.03, -0.01, 0.01], [0.07, 0.08, 0.03], [-0.01, -0.01, 0.04], [0.01, 0.02, -0.03], [-0.02, 0.02, 0.07], [0.04, 0.00, -0.02], [0.01, -0.01, -0.03], [-0.04, 0.03, 0.08], [0.06, -0.12, -0.13], [-0.04, -0.01, 0.05], [0.05, -0.01, 0.00], [-0.01, -0.02, -0.09], [0.00, 0.05, 0.00], [0.02, 0.02, -0.03], [-0.01, 0.00, 0.01], [-0.06, -0.02, -0.05], [-0.03, 0.02, -0.01], [0.02, 0.01, 0.02], [-0.01, -0.01, 0.01], [0.00, 0.01, 0.01], [0.01, -0.02, 0.00], [-0.07, -0.04, 0.02], [-0.02, 0.00, -0.01], [0.00, 0.00, -0.01], [0.01, 0.01, 0.00], [0.01, 0.00, 0.00], [-0.05, 0.04, -0.01], [0.01, 0.01, 0.01], [0.01, -0.02, 0.02], [0.01, -0.01, -0.01], [-0.02, -0.01, -0.01], [-0.01, 0.00, 0.01], [-0.02, 0.02, 0.00], [0.02, -0.01, 0.01], [-0.01, -0.02, 0.01], [-0.12, 0.11, 0.16], [-0.19, -0.11, 0.00], [0.09, -0.18, 0.10], [0.11, 0.35, -0.02], [0.16, 0.07, -0.23], [0.00, 0.01, -0.05], [-0.07, 0.08, -0.07], [0.03, -0.11, 0.02], [0.04, -0.14, 0.11], [0.02, 0.02, 0.01], [0.01, -0.01, -0.01], [0.03, 0.04, -0.05], [-0.01, 0.01, -0.02], [0.03, 0.01, 0.03], [-0.03, -0.04, 0.07], [0.10, 0.02, 0.05], [0.06, 0.04, -0.07], [-0.06, 0.04, -0.16], [0.00, 0.03, 0.40], [0.01, -0.05, 0.03], [-0.02, -0.01, -0.10], [0.02, 0.05, 0.01], [-0.03, -0.01, 0.00], [0.00, 0.01, 0.01], [0.00, 0.01, -0.01], [-0.02, -0.04, 0.01], [-0.06, 0.03, 0.02], [-0.01, -0.08, 0.03], [-0.02, 0.06, 0.00], [0.01, 0.01, -0.01], [0.00, 0.00, -0.01], [-0.03, 0.01, 0.03], [0.02, 0.02, 0.01], [-0.03, 0.02, 0.00], [0.00, 0.01, 0.00], [-0.01, 0.01, 0.01]], "mulliken_charge": [1.85, -0.44, 0.42, -1.39, -1.32, 1.83, -1.13, -0.70, -0.63, -1.10, -0.12, 0.47, 0.57, -1.25, -0.58, -1.56, 0.51, 0.33, -0.32, 0.49, 0.52, 0.32, 0.42, 0.38, 0.42, 0.59, 0.55, 0.52, 0.51, 0.33, 0.39, 0.44, -0.13, 0.60, 0.19, 0.39, 0.42, 0.55, -0.29, 0.95, -0.42, -0.26, -0.26, -1.70, 0.69, -0.19, -0.35, 0.54, 0.37, 0.22, 0.27, 0.09, -1.23, -0.28, -0.54, 0.48, -0.82, -0.82, 0.00, -1.40, 0.42, 0.32, 0.31, 0.48, 0.12, 0.34, 0.12, 0.43, 0.55, -0.05, 0.48, 0.25, 0.43, 0.37], "charge": 3, "lumo_energy_ha": -0.425, "e_tot_ev": -107055.5594, "orbital_gap_ev": 5.88}